Formula: C6H12N2
Source: the OMol25 dataset
Level of theory: the ωB97M-V functional and the def2-TZVPD basis

```
20
C6H12N2 (the ωB97M-V functional and the def2-TZVPD basis)
C 0.4612 -0.0895 0.1572
C -0.6075 -0.8291 -0.5094
C -0.0270 1.7131 -0.1315
C 1.8170 -0.2512 -0.5125
C 0.5471 -0.2130 1.6700
N -1.5443 -1.5490 0.2850
C -1.4913 0.6025 -1.5061
N -1.0289 1.6719 -1.0687
H -0.2962 -1.4318 -1.3584
H -1.9594 -0.9846 1.0160
H -2.2847 -1.9569 -0.2715
H -0.3670 2.1154 0.8224
H 0.8693 2.2177 -0.4882
H -2.3059 0.5963 -2.2284
H 1.7415 -0.1026 -1.5914
H 1.3182 0.4501 2.0535
H 2.5368 0.4736 -0.1210
H 2.2231 -1.2517 -0.3367
H -0.3866 0.0573 2.1595
H 0.7848 -1.2385 1.9601
```

Output
E_HOMO: -7.940 eV
Frontier orbital gap: 8.84 eV
Total charge: 0

Atom charges from the natural (NBO) analysis, given in e for atoms 1 to 4: -0.089, -0.047, -0.203, -0.610